{"formula": "C9H20AsHgNO5S", "method": "ωB97M-V/def2-TZVPD", "spin_multiplicity": 2, "homo_lumo_gap_ev": [8.02, 6.42], "total_charge": -1, "max_force_ev_per_a": 1.947, "s_squared": 0.755, "relative_energy_kcal_mol": 12.93, "elements": ["Hg", "C", "As", "C", "C", "H", "H", "H", "H", "H", "H", "H", "H", "H", "O", "S", "O", "O", "O", "O", "C", "C", "C", "C", "C", "C", "N", "H", "H", "H", "H", "H", "H", "H", "H", "H", "H", "H"], "positions_angstrom": [[0.248, 0.278, 1.392], [-2.944, -4.019, -0.053], [-1.835, -2.378, 0.300], [-0.185, -3.156, -0.458], [-2.439, -1.438, -1.300], [-2.803, -4.341, -1.084], [-4.002, -3.807, 0.100], [-2.666, -4.839, 0.608], [-0.372, -3.555, -1.458], [0.191, -3.962, 0.176], [0.575, -2.377, -0.516], [-2.141, -1.973, -2.205], [-2.000, -0.445, -1.298], [-3.523, -1.325, -1.288], [-1.866, 3.614, -0.011], [-0.942, 2.545, 0.318], [-0.884, 2.386, 1.817], [-1.401, 1.242, -0.263], [0.420, 2.800, -0.182], [2.796, 0.399, -0.052], [2.994, 1.140, -1.010], [4.410, 1.600, -1.333], [4.573, 3.082, -0.949], [3.277, 3.893, -1.026], [2.590, 3.910, -2.390], [2.232, 2.498, -2.894], [2.014, 1.548, -1.830], [4.621, 1.459, -2.394], [5.103, 0.982, -0.760], [5.341, 3.536, -1.586], [4.925, 3.136, 0.085], [3.498, 4.924, -0.740], [2.559, 3.499, -0.305], [3.207, 4.420, -3.135], [1.662, 4.467, -2.260], [3.013, 2.113, -3.561], [1.305, 2.546, -3.471], [1.122, 1.703, -1.316]]}